108
Properties=species:S:1:pos:R:3 method="wB97M-V/def2-TZVPD" charge=+1 e_homo_ev=-9.94 homo_lumo_gap_ev=6.832 lumo_ev=-3.1 e_tot_ha=-5609.66338
Ti -0.25 0.13 0.64
C -6.93 4.85 4.42
C -5.91 3.96 3.78
C -6.28 2.96 2.90
C -5.34 2.09 2.38
C -4.01 2.23 2.73
C -3.61 3.25 3.58
C -4.56 4.11 4.09
S -2.90 0.88 2.33
O -2.39 0.38 3.58
O -3.69 -0.09 1.57
N -1.63 1.34 1.43
C -1.80 2.58 0.72
C -1.07 2.42 -0.63
O -1.24 3.17 -1.57
O -0.28 1.40 -0.61
H -7.93 4.63 4.06
H -6.70 5.90 4.20
H -6.91 4.73 5.50
H -7.32 2.85 2.62
H -5.62 1.28 1.73
H -2.57 3.33 3.86
H -4.26 4.90 4.76
H -1.34 3.43 1.26
H -2.85 2.83 0.55
N -4.03 1.14 -0.94
C -3.11 0.65 -1.78
N -2.23 -0.25 -1.45
C -1.48 -0.63 -2.54
C -1.75 0.05 -3.69
S -3.02 1.18 -3.45
C -0.68 -1.83 -2.40
C -0.35 -2.68 -3.41
S 0.30 -4.15 -2.79
C 0.06 -3.51 -1.17
N -0.41 -2.30 -1.13
N 0.28 -4.29 -0.09
H -4.75 1.75 -1.29
H -4.10 0.69 -0.03
H -1.28 -0.04 -4.64
H -0.50 -2.56 -4.47
H 0.33 -3.83 0.80
H 0.82 -5.12 -0.22
S -2.92 -3.18 2.11
C -2.08 -2.01 1.19
N -1.11 -1.38 1.79
C -1.01 -1.77 3.11
C -0.16 -1.24 4.09
C -0.22 -1.76 5.37
C -1.10 -2.79 5.70
C -1.96 -3.31 4.75
C -1.91 -2.79 3.47
H -2.34 -1.83 0.16
H 0.47 -0.40 3.85
H 0.41 -1.35 6.14
H -1.13 -3.17 6.71
H -2.67 -4.09 5.00
C 2.11 3.03 0.85
Si 1.46 1.58 1.97
C 0.68 2.46 3.53
C 3.09 0.86 2.77
H 2.74 3.72 1.41
H 1.28 3.61 0.43
H 2.69 2.66 0.01
H 1.21 3.37 3.76
H 0.71 1.83 4.42
H -0.37 2.71 3.37
H 3.76 1.69 3.00
H 3.65 0.19 2.13
H 2.90 0.34 3.71
S 5.20 0.28 -4.47
C 3.97 0.31 -3.21
C 4.24 0.11 -1.86
C 3.19 0.13 -0.96
N 1.92 0.30 -1.30
C 1.67 0.54 -2.59
C 2.65 0.56 -3.57
C 6.39 -0.82 -3.69
C 6.39 -2.15 -4.08
C 7.26 -3.02 -3.43
N 8.06 -2.63 -2.45
C 8.08 -1.36 -2.12
C 7.27 -0.40 -2.72
H 5.24 -0.07 -1.50
H 3.38 -0.01 0.09
H 0.64 0.73 -2.85
H 2.39 0.75 -4.60
H 5.72 -2.50 -4.85
H 7.32 -4.06 -3.70
H 8.76 -1.09 -1.33
H 7.34 0.64 -2.43
C 2.58 -2.59 2.73
C 2.33 -2.24 1.28
O 1.39 -1.49 0.96
C 3.20 -2.90 0.30
C 4.28 -3.72 0.67
C 5.01 -4.40 -0.29
C 4.68 -4.28 -1.63
C 3.65 -3.44 -2.02
C 2.92 -2.76 -1.07
H 1.82 -2.14 3.36
H 3.56 -2.22 3.04
H 2.57 -3.67 2.86
H 4.55 -3.84 1.71
H 5.83 -5.03 0.01
H 5.24 -4.84 -2.37
H 3.40 -3.32 -3.06
H 2.11 -2.12 -1.36

***

6
Properties=species:S:1:pos:R:3 method="wB97M-V/def2-TZVPD" e_homo_ev=-12.41 homo_lumo_gap_ev=11.477 lumo_ev=-0.9 e_tot_ha=-733.27889
N -1.36 0.38 -0.50
N -0.32 1.16 -0.56
O -1.03 -0.73 0.14
O 1.20 -0.85 -0.78
O 0.92 0.11 1.52
S 0.59 -0.08 0.18

***

24
Properties=species:S:1:pos:R:3 method="wB97M-V/def2-TZVPD" e_homo_ev=-6.99 homo_lumo_gap_ev=3.897 lumo_ev=-3.1 e_tot_ha=-347.37515
C -1.46 -1.15 -0.19
N -1.49 0.31 -0.06
C -0.42 0.98 -0.73
C 0.66 1.39 0.25
C -0.01 1.70 1.58
C 1.50 2.51 -0.33
C -0.20 -1.80 -0.88
N -0.15 -3.22 -0.82
H -2.49 -1.43 -0.52
H -1.45 -1.49 0.85
H 1.07 -3.85 1.60
H 0.03 0.49 -1.59
H -0.79 1.97 -1.13
H 1.24 0.44 0.50
H 0.52 1.30 2.44
H -0.35 2.70 1.70
H -1.05 0.74 1.11
H 0.81 3.33 -0.64
H 2.23 3.03 0.26
H 1.99 2.14 -1.22
H -0.27 -1.37 -1.87
H 0.68 -1.27 -0.50
H 0.31 -3.95 1.68
H -0.92 -3.52 -1.48